Molecular formula: C3H8O2
Method: DFT, ωB97M-V with the def2-TZVPD basis set

Last column: Löwdin charge in e.
CARTESIAN COORDINATES (ANGSTROEM)
O (-0.518, 1.465, 0.966)  -0.08
C (-1.308, -0.093, -0.082)  0.00
C (-0.328, -0.871, -0.703)  -0.16
C (1.386, -0.230, -0.175)  -0.30
O (1.482, 1.021, -0.386)  -0.15
H (-0.284, 1.138, 1.845)  0.08
H (-1.834, 0.679, -0.629)  0.10
H (-1.818, -0.450, 0.806)  0.10
H (-0.229, -0.735, -1.777)  0.10
H (-0.242, -1.898, -0.357)  0.09
H (1.326, -0.607, 0.866)  0.10
H (1.976, -0.910, -0.810)  0.10
H (0.389, 1.491, 0.435)  0.02

Calculated values
M = 76.095 u
largest force on an atom = 0.33 eV/A
energy relative to the best compared isomer or geometry (same formula, charge and spin) = 3.6876 eV
E = -7332.36301 eV



Molecular formula: C43H56CoN2O4S
Method: DFT, ωB97M-V with the def2-TZVPD basis set

Last column: Löwdin spin population.
CARTESIAN COORDINATES (ANGSTROEM)
Co (1.796, -0.356, -0.884)  1.78
C (-0.529, 1.603, 5.498)  0.00
C (-1.295, 0.482, 4.785)  0.00
C (-2.761, 1.013, 4.373)  0.00
C (-1.663, -0.595, 5.887)  0.00
C (-0.414, -0.015, 3.639)  0.00
C (-0.151, 0.754, 2.504)  0.01
C (0.491, 0.227, 1.417)  0.00
N (0.902, 0.789, 0.195)  0.01
C (0.362, 1.891, -0.432)  0.00
C (-0.385, 2.914, 0.119)  0.01
C (-0.627, 4.058, -0.608)  0.00
C (-0.248, 4.085, -1.997)  0.01
C (0.371, 2.994, -2.613)  0.01
C (0.744, 1.941, -1.782)  0.00
O (1.465, 0.889, -2.248)  0.04
C (0.497, 2.953, -4.126)  0.00
C (1.904, 2.534, -4.567)  0.00
C (0.175, 4.327, -4.756)  0.00
C (-0.558, 1.890, -4.571)  0.00
C (-1.410, 5.273, -0.105)  0.00
C (-1.451, 5.252, 1.403)  0.00
C (-2.844, 5.141, -0.651)  0.00
C (-0.857, 6.646, -0.538)  0.00
C (0.868, -1.169, 1.438)  0.00
O (1.366, -1.648, 0.289)  0.03
C (0.798, -1.917, 2.603)  0.01
C (0.075, -1.314, 3.621)  0.01
C (1.301, -3.344, 2.731)  0.00
C (1.759, -3.704, 4.130)  0.00
C (0.191, -4.309, 2.284)  0.00
C (2.637, -3.487, 1.932)  0.00
H (-1.162, 2.106, 6.247)  0.00
H (-0.100, 2.428, 4.876)  0.00
H (0.350, 1.242, 6.044)  0.00
H (-3.309, 1.403, 5.219)  0.00
H (-3.385, 0.119, 4.001)  0.00
H (-2.750, 1.726, 3.562)  0.00
H (-2.260, -0.138, 6.667)  0.00
H (-0.774, -1.034, 6.347)  0.00
H (-2.224, -1.359, 5.360)  0.00
H (-0.391, 1.855, 2.571)  0.00
H (-0.674, 2.933, 1.131)  0.00
H (-0.413, 4.955, -2.600)  0.00
H (2.658, 3.167, -4.116)  0.00
H (2.023, 2.721, -5.643)  0.00
H (2.140, 1.490, -4.370)  0.00
H (0.787, 5.143, -4.398)  0.00
H (-0.844, 4.610, -4.580)  0.00
H (0.360, 4.223, -5.816)  0.00
H (-0.441, 0.914, -4.108)  0.00
H (-0.666, 1.803, -5.660)  0.00
H (-1.530, 2.263, -4.275)  0.00
H (-2.079, 4.444, 1.772)  0.00
H (-1.923, 6.108, 1.826)  0.00
H (-0.471, 5.202, 1.813)  0.00
H (-3.306, 4.154, -0.501)  0.00
H (-2.823, 5.297, -1.767)  0.00
H (-3.534, 5.879, -0.230)  0.00
H (0.161, 6.820, -0.170)  0.00
H (-1.496, 7.407, -0.171)  0.00
H (-0.826, 6.726, -1.626)  0.00
H (-0.072, -1.840, 4.504)  0.00
H (0.916, -3.823, 4.805)  0.00
H (2.425, -2.937, 4.557)  0.00
H (2.243, -4.643, 4.135)  0.00
H (-0.694, -4.002, 2.851)  0.00
H (0.428, -5.347, 2.600)  0.00
H (0.019, -4.235, 1.216)  0.00
H (3.202, -2.570, 2.121)  0.00
H (2.454, -3.620, 0.892)  0.00
H (3.183, -4.310, 2.385)  0.00
O (3.827, -0.213, -0.945)  0.07
N (4.497, -1.171, -1.553)  0.00
C (5.804, -0.977, -1.517)  0.00
C (6.738, -1.806, -2.100)  0.00
C (6.202, -2.936, -2.733)  0.00
C (4.822, -3.175, -2.768)  0.00
C (3.887, -2.269, -2.215)  0.00
S (2.180, -2.273, -2.376)  0.00
H (6.025, -0.126, -0.881)  0.00
H (7.792, -1.518, -2.142)  0.00
H (6.854, -3.599, -3.271)  0.00
H (4.511, -4.135, -3.265)  0.00
C (-3.375, -2.326, 1.625)  0.00
C (-2.829, -2.739, 0.211)  0.00
C (-2.340, -1.667, -0.541)  0.00
C (-1.797, -1.975, -1.815)  0.00
C (-1.168, -0.859, -2.551)  0.00
C (-1.849, -3.261, -2.340)  0.00
C (-1.283, -3.360, -3.756)  0.00
O (-1.303, -4.267, -4.560)  0.00
C (-2.359, -4.291, -1.579)  0.00
C (-2.410, -5.750, -2.056)  0.00
C (-2.862, -4.000, -0.320)  0.00
H (-4.357, -2.710, 1.950)  0.00
H (-3.420, -1.233, 1.593)  0.00
H (-2.619, -2.602, 2.329)  0.00
H (-2.326, -0.683, -0.116)  0.00
H (-1.785, -0.497, -3.378)  0.00
H (-0.208, -1.110, -2.989)  0.00
H (-1.074, 0.021, -1.924)  0.00
H (-0.910, -2.393, -4.104)  0.00
H (-2.020, -6.454, -1.302)  0.00
H (-1.820, -5.859, -2.999)  0.00
H (-3.421, -6.048, -2.339)  0.00
H (-3.315, -4.817, 0.283)  0.00

Calculated values
M = 755.931 u
largest force on an atom = 3.15 eV/A
spin multiplicity = 3
E = -105133.34285 eV
charge = -1



Molecular formula: C9H17BiCl2NO2P
Method: DFT, ωB97M-V with the def2-TZVPD basis set

Last column: Löwdin charge in e.
CARTESIAN COORDINATES (ANGSTROEM)
C (-3.015, -0.771, -1.226)  0.00
C (-2.014, 0.265, -0.944)  -0.31
H (-3.733, -0.388, -1.973)  0.14
H (-3.500, -1.067, -0.284)  0.13
H (-2.524, -1.672, -1.631)  0.09
O (-1.944, 1.446, -1.144)  0.17
Cl (-0.781, -2.774, 0.914)  -0.05
Bi (0.101, -0.515, 0.311)  0.99
P (1.163, -1.044, -2.166)  0.69
C (1.869, 0.325, -3.138)  -0.23
C (2.526, -2.199, -1.822)  -0.25
H (-0.426, -2.795, -2.700)  0.06
H (0.561, -2.344, -4.135)  0.08
H (-0.791, -1.289, -3.594)  0.05
C (0.020, -1.953, -3.256)  -0.24
H (2.255, -2.835, -0.965)  0.05
H (2.712, -2.832, -2.699)  0.07
H (2.317, -0.055, -4.073)  0.08
H (2.647, 0.833, -2.547)  0.06
H (3.433, -1.640, -1.554)  0.06
H (1.081, 1.053, -3.387)  0.06
C (0.775, 2.101, -0.470)  -0.09
O (1.026, 3.183, -0.720)  0.15
Cl (2.421, -0.270, 1.256)  0.03
C (-0.397, 1.638, 5.616)  -0.07
C (-0.971, 2.413, 4.416)  -0.19
C (-0.817, 1.718, 3.154)  -0.13
N (-0.708, 1.139, 2.152)  0.05
H (-0.839, 0.638, 5.674)  0.09
H (-0.596, 2.161, 6.555)  0.09
H (0.686, 1.522, 5.501)  0.09
H (-2.046, 2.613, 4.562)  0.14
H (-0.488, 3.395, 4.318)  0.14

Calculated values
M = 482.100 u
largest force on an atom = 6.44 eV/A
energy relative to the best compared isomer or geometry (same formula, charge and spin) = 0.0000 eV
E = -55350.51184 eV
charge = +2



Molecular formula: C29H31Br3N5Y
Method: DFT, ωB97M-V with the def2-TZVPD basis set

Last column: Löwdin charge in e.
CARTESIAN COORDINATES (ANGSTROEM)
Y (-0.258, -0.680, -0.411)  1.51
C (-3.692, 0.372, -0.668)  -0.09
N (-2.361, 0.802, -1.134)  -0.26
C (-2.410, 1.003, -2.596)  -0.09
C (-1.978, 2.088, -0.554)  -0.25
C (-2.900, 3.071, -0.228)  -0.02
C (-2.488, 4.257, 0.360)  -0.06
C (-1.150, 4.438, 0.675)  -0.06
C (-0.219, 3.474, 0.344)  -0.03
C (-0.599, 2.314, -0.347)  -0.27
N (0.301, 1.326, -0.753)  -0.13
C (1.555, 1.707, -1.201)  -0.22
C (1.866, 3.026, -1.582)  -0.02
C (3.138, 3.383, -1.968)  -0.05
C (4.150, 2.436, -2.003)  -0.06
C (3.844, 1.114, -1.730)  -0.03
C (2.564, 0.732, -1.357)  -0.22
N (2.222, -0.687, -1.192)  -0.27
C (3.112, -1.302, -0.185)  -0.06
C (2.461, -1.343, -2.495)  -0.10
H (-4.498, 0.952, -1.124)  0.10
H (-3.760, 0.469, 0.415)  0.10
H (-3.848, -0.671, -0.932)  0.01
H (-3.068, 1.839, -2.849)  0.11
H (-2.801, 0.114, -3.087)  0.06
H (-1.412, 1.222, -2.979)  0.09
H (-3.952, 2.924, -0.412)  0.12
H (-3.210, 5.030, 0.571)  0.12
H (-0.829, 5.332, 1.187)  0.12
H (0.814, 3.604, 0.630)  0.13
H (1.087, 3.772, -1.597)  0.11
H (3.341, 4.401, -2.260)  0.12
H (5.155, 2.707, -2.286)  0.11
H (4.627, 0.378, -1.823)  0.11
H (4.163, -1.251, -0.488)  0.10
H (2.853, -2.354, -0.058)  0.08
H (3.005, -0.774, 0.765)  0.11
H (3.504, -1.246, -2.811)  0.10
H (1.843, -0.877, -3.266)  0.07
H (2.232, -2.405, -2.430)  0.07
Br (-1.564, 3.301, 6.073)  0.82
C (-1.175, 1.910, 4.861)  -0.66
C (-1.495, 2.053, 3.512)  -0.09
C (-1.202, 1.037, 2.630)  -0.01
C (-0.563, -0.136, 3.053)  -0.26
C (-0.242, -0.258, 4.418)  0.00
C (-0.551, 0.747, 5.306)  -0.09
N (-0.271, -1.088, 2.076)  0.02
C (0.136, -2.270, 2.411)  -0.05
C (0.476, -3.294, 1.453)  -0.26
C (0.962, -4.521, 1.922)  0.03
C (1.269, -5.525, 1.023)  0.01
C (1.059, -5.277, -0.328)  0.00
C (0.585, -4.035, -0.713)  -0.17
N (0.310, -3.043, 0.134)  -0.03
H (-1.961, 2.961, 3.162)  0.10
H (-1.485, 1.139, 1.589)  0.07
H (0.274, -1.123, 4.800)  0.11
H (-0.293, 0.640, 6.348)  0.12
H (0.234, -2.566, 3.452)  0.13
H (1.099, -4.667, 2.983)  0.13
H (1.657, -6.472, 1.362)  0.13
H (1.255, -6.031, -1.073)  0.13
H (0.424, -3.834, -1.764)  0.06
Br (-0.746, -1.937, -3.374)  0.74
C (-2.388, -2.951, -3.114)  -0.90
Br (-2.734, -3.111, -1.213)  0.71
H (-2.272, -3.942, -3.549)  0.03
H (-3.206, -2.405, -3.583)  0.02

Calculated values
M = 778.220 u
largest force on an atom = 1.67 eV/A
energy relative to the best compared isomer or geometry (same formula, charge and spin) = 0.9806 eV
E = -249186.29197 eV
charge = +2



Molecular formula: C3H7NOS
Method: DFT, ωB97M-V with the def2-TZVPD basis set

Last column: Löwdin charge in e.
CARTESIAN COORDINATES (ANGSTROEM)
C (-1.077, 0.535, 0.637)  -0.05
C (-0.100, -0.312, -0.208)  -0.54
N (-0.079, -1.683, -0.136)  0.00
C (1.319, 0.314, -0.164)  -0.70
O (1.366, 1.717, -0.304)  -0.04
S (2.753, -0.462, 0.324)  0.66
H (-0.702, 0.798, 1.672)  0.10
H (-1.963, -0.040, 0.939)  0.08
H (-1.372, 1.439, 0.033)  0.09
H (-0.415, 0.000, -1.223)  0.13
H (-0.944, -2.237, -0.471)  0.13
H (0.675, -2.199, -0.615)  0.07
H (0.539, 2.130, -0.484)  0.07

Calculated values
M = 105.162 u
largest force on an atom = 5.25 eV/A
energy relative to the best compared isomer or geometry (same formula, charge and spin) = 1.9749 eV
E = -17595.95436 eV
SMILES = C[C@H](N)C(O)=S



Molecular formula: C6H12
Method: DFT, ωB97M-V with the def2-TZVPD basis set

Last column: Löwdin charge in e.
CARTESIAN COORDINATES (ANGSTROEM)
C (2.232, 0.823, -0.394)  -0.12
C (1.446, -0.205, 0.416)  -0.34
C (0.568, -1.110, -0.370)  0.00
C (-0.668, -1.445, 0.364)  -0.26
C (-1.459, -0.242, -0.259)  -0.26
C (-1.908, 0.792, 0.764)  -0.11
H (2.676, 0.354, -1.276)  0.07
H (1.572, 1.627, -0.741)  0.07
H (3.026, 1.282, 0.205)  0.07
H (1.001, 0.251, 1.320)  0.10
H (2.143, -0.981, 0.792)  0.13
H (-0.833, 0.259, -1.020)  0.10
H (-0.654, -1.352, 1.463)  0.11
H (-1.118, -2.400, 0.080)  0.10
H (-2.304, -0.640, -0.827)  0.11
H (-2.618, 0.364, 1.478)  0.08
H (-2.391, 1.639, 0.267)  0.07
H (-1.055, 1.182, 1.331)  0.07

Calculated values
M = 84.162 u
largest force on an atom = 0.37 eV/A
energy relative to the best compared isomer or geometry (same formula, charge and spin) = 3.7938 eV
E = -6413.14686 eV